The following is a quantum chemistry calculation of C5H10BNO in the gas phase in a non-equilibrium geometry, from the Open Molecules 2025 dataset.

Output
HOMO level (alpha / beta): -5.706 / -8.729 eV
⟨S²⟩: 2.01
energy: -9557.4565 eV
frontier orbital gap (alpha / beta): 6.50 / 6.37 eV
energy relative to the best compared isomer or geometry (same formula, charge and spin): 0.0 kJ/mol
multiplicity: 3

Bonds (Å) are listed after each position.
CARTESIAN COORDINATES (ANGSTROEM)
1 B 0.5049 0.3257 0.0860  C3 1.540, N7 1.382, O8 1.392
2 C 2.5772 0.8852 -1.4093  C3 1.338, H9 1.110, H10 1.160
3 C 1.2677 0.8692 -1.1360  B1 1.540, C2 1.338, H11 1.088
4 C -1.1674 -0.6569 1.2907  C5 1.567, N7 1.418, H12 1.199, H13 1.138
5 C 0.2032 -0.8422 2.0279  C4 1.567, O8 1.437, H14 1.082, H15 1.128
6 C -1.7547 0.1263 -1.0738  N7 1.475, H16 1.107, H17 1.098, H18 1.179
7 N -0.8115 -0.0934 0.0390  B1 1.382, C4 1.418, C6 1.475
8 O 1.1490 -0.0949 1.2464  B1 1.392, C5 1.437
9 H 2.8582 1.1751 -2.4429  C2 1.110
10 H 3.4360 0.8856 -0.6292  C2 1.160
11 H 0.5654 0.8697 -1.9666  C3 1.088
12 H -1.7375 -1.7099 1.2365  C4 1.199
13 H -1.9805 -0.0180 1.7662  C4 1.138
14 H 0.1300 -0.4221 3.0225  C5 1.082
15 H 0.6461 -1.8791 2.0357  C5 1.128
16 H -2.5238 0.8573 -0.7575  C6 1.107
17 H -1.1244 0.5875 -1.8460  C6 1.098
18 H -2.2378 -0.8652 -1.4896  C6 1.179